w.
ORCA calculation (ωB97M-V/def2-TZVPD) on a cluster of 2 separate species, C2H4NO4S in total.

Each line ends with the Löwdin charge.
CARTESIAN COORDINATES (ANGSTROEM)
H1 -1.805 -0.002 0.524  0.10
C1 1.285 -1.587 -0.419  -0.19
C2 -0.845 -0.121 1.124  -0.49
O1 -2.311 1.460 -0.607  -0.53
S1 -1.015 2.119 -0.537  0.73
H2 0.578 -2.121 -1.047  0.07
O2 -0.350 -0.993 1.804  -0.03
O3 -1.022 3.337 0.276  -0.50
O4 -0.082 0.862 0.633  -0.29
N1 2.033 -0.592 -0.627  0.03
H3 1.870 -0.151 -1.535  0.03
H4 1.665 -2.210 0.410  0.06

Results
- charge = -1
- M (g/mol) = 138.1
- gap between HOMO and LUMO (hartree) = 0.3211
- HOMO level (eV) = -5.0


x.
ORCA calculation (ωB97M-V/def2-TZVPD) on the ion C2H4NO4S with charge -1.

Each line ends with the Löwdin charge.
CARTESIAN COORDINATES (ANGSTROEM)
N1 -0.588 -0.159 1.964  -0.38
O1 0.489 2.168 4.566  -0.53
O2 -0.511 -1.394 2.164  -0.09
C1 -0.383 0.356 0.813  -0.18
H1 0.942 -0.130 -0.724  0.06
O3 1.366 -0.171 4.179  -0.49
S1 0.286 0.692 4.576  0.73
H2 0.137 -1.430 0.053  0.07
C2 0.020 -0.414 -0.275  -0.12
H3 -0.588 -0.474 -1.202  0.08
O4 -0.938 0.580 3.069  -0.29
H4 -0.490 1.491 0.715  0.15

Results
- charge = -1
- M (g/mol) = 138.1
- gap between HOMO and LUMO (hartree) = 0.3025
- HOMO level (eV) = -4.3


Tell me which of them is the most stable. Sure, it is w.


w.
ORCA calculation (ωB97M-V/def2-TZVPD) on a cluster of 2 separate species, C3H10NO2S in total.

Each line ends with the Löwdin charge.
CARTESIAN COORDINATES (ANGSTROEM)
H1 1.132 1.278 -0.671  0.08
H2 -0.350 -1.959 -0.250  0.03
H3 0.386 1.741 0.833  0.07
H4 2.725 0.117 0.135  0.04
S1 -3.384 0.258 0.445  0.54
H5 -3.266 1.411 -0.270  -0.18
C1 0.837 0.899 0.320  -0.33
O1 3.257 -0.087 -0.883  -0.29
H6 2.631 -0.752 -1.233  -0.04
C2 -1.570 -0.290 0.835  -0.47
N1 -0.356 -1.223 -0.872  0.03
H7 -0.693 0.852 -0.955  0.11
H8 -1.651 -1.326 1.225  0.07
H9 -1.358 0.396 1.770  0.09
H10 0.595 -1.246 -1.215  0.06
O2 1.594 -0.078 1.007  -0.33
C3 -0.528 0.010 -0.222  -0.48

Results
- charge = -1
- M (g/mol) = 124.2
- gap between HOMO and LUMO (hartree) = 0.2452
- HOMO level (eV) = -3.6


x.
ORCA calculation (ωB97M-V/def2-TZVPD) on a structure of composition C3H10NO2S.

Each line ends with the Löwdin charge.
CARTESIAN COORDINATES (ANGSTROEM)
O1 1.322 -0.278 -1.990  -0.29
C1 2.148 0.085 1.040  -0.37
H1 -1.465 -1.713 0.522  0.08
H2 0.591 0.233 -2.351  -0.04
H3 -0.165 1.579 -0.305  0.24
H4 -1.077 -0.866 -0.936  0.04
H5 3.007 -0.543 1.326  0.10
C2 -0.161 -0.111 0.738  -0.37
C3 -1.369 -0.716 0.111  -0.76
O2 2.421 0.739 -0.112  -0.22
N1 0.971 -0.893 0.912  0.03
H6 1.759 0.329 -1.035  -0.04
S1 -2.753 0.432 0.023  0.21
H7 1.159 -1.395 0.038  0.12
H8 -0.366 0.497 1.618  0.12
H9 0.099 0.846 -0.103  0.05
H10 1.905 0.740 1.888  0.10

Results
- charge = -1
- M (g/mol) = 124.2
- gap between HOMO and LUMO (hartree) = 0.2314
- HOMO level (eV) = -3.7


Tell me which of them is the most stable. Sure, it is w.


w.
ORCA calculation (ωB97M-V/def2-TZVPD) on the molecule C4H6BrNS.

Each line ends with the Löwdin charge.
CARTESIAN COORDINATES (ANGSTROEM)
C1 -1.516 -1.343 0.251  -0.14
H1 -0.511 2.908 0.010  0.02
H2 1.144 -2.192 -0.447  0.06
C2 -0.370 1.816 -0.147  -0.41
N1 -0.758 -1.660 -0.672  0.02
C3 1.686 -0.110 -0.081  -1.13
H3 -0.642 1.466 -1.211  0.08
H4 -2.507 -1.727 0.399  0.06
C4 0.797 -1.189 -0.335  -0.13
H5 -1.245 -0.802 1.193  0.08
S1 1.443 1.620 0.148  0.74
H6 -1.024 1.490 0.712  0.04
Br1 3.503 -0.279 0.181  0.71

Results
- M (g/mol) = 180.1
- gap between HOMO and LUMO (hartree) = 0.3367
- HOMO level (eV) = -8.5


x.
ORCA calculation (ωB97M-V/def2-TZVPD) on the molecule C4H6BrNS.

Each line ends with the Löwdin charge.
CARTESIAN COORDINATES (ANGSTROEM)
H1 -0.205 -0.026 -2.296  0.09
C1 0.723 0.389 0.893  -0.19
H2 0.959 1.074 -1.595  0.05
C2 0.106 0.554 -1.411  -0.11
H3 1.465 1.145 0.884  0.09
C3 -1.451 -0.416 1.634  -0.63
Br1 -0.473 1.540 3.535  0.74
H4 -2.436 0.203 1.465  0.11
C4 -0.343 0.545 1.977  -0.76
S1 -1.005 -1.320 0.228  0.92
H5 -1.695 -1.057 2.487  0.07
N1 0.380 -0.273 -0.232  -0.45
H6 -0.727 1.147 -1.191  0.06

Results
- M (g/mol) = 180.1
- SMILES = CN1C=C(Br)CS1
- gap between HOMO and LUMO (hartree) = 0.3125
- HOMO level (eV) = -7.8


Tell me which of them is the most stable. Sure, it is x.


w.
ORCA calculation (ωB97M-V/def2-TZVPD) on the molecule C4H6BrNS.

Each line ends with the Löwdin charge.
CARTESIAN COORDINATES (ANGSTROEM)
H1 -1.337 1.079 0.962  0.13
S1 -2.154 -0.932 0.137  0.66
Br1 1.953 -1.677 -2.843  0.80
C1 -0.235 0.879 -0.710  -0.33
C2 0.277 -0.321 1.462  -0.16
C3 -0.783 0.123 0.560  -0.84
N1 0.538 0.189 -1.530  -0.03
C4 1.020 -0.887 -1.571  -0.71
H2 -1.117 1.280 -1.146  0.10
H3 0.641 -1.344 1.164  0.09
H4 0.279 1.789 -0.396  0.13
H5 1.059 0.414 1.444  0.08
H6 -0.142 -0.593 2.468  0.09

Results
- M (g/mol) = 180.1
- gap between HOMO and LUMO (alpha / beta) (hartree) = 0.2156 / 0.3174
- HOMO level (alpha / beta) (eV) = -7.7 / -9.2


x.
ORCA calculation (ωB97M-V/def2-TZVPD) on the molecule C4H6BrNS.

Each line ends with the Löwdin charge.
CARTESIAN COORDINATES (ANGSTROEM)
H1 -0.098 -2.217 -1.489  0.09
S1 -0.868 -1.166 0.692  0.93
N1 0.359 0.783 -0.540  -0.03
C1 0.295 -1.631 -0.618  -0.52
Br1 2.795 -0.344 0.189  0.58
C2 -0.479 0.535 0.347  -0.70
H2 1.106 -2.341 -0.208  0.06
H3 -0.529 1.852 1.818  0.08
H4 -1.585 2.397 0.436  0.06
H5 -2.236 1.203 1.367  0.10
H6 1.366 -0.346 -2.088  0.14
C3 1.092 -0.355 -0.938  -0.72
C4 -1.218 1.630 1.034  -0.06

Results
- M (g/mol) = 180.1
- SMILES = CC1=N[C@@H](Br)CS1
- gap between HOMO and LUMO (hartree) = 0.3566
- HOMO level (eV) = -9.2


Tell me which of them is the most stable. Sure, it is x.